Record 1
Here is a structure of composition C42H41ClO2P2Ti from the OMol25 dataset. Energies are from ωB97M-V/def2-TZVPD.

Output
charge: +2
spin multiplicity: 1
E_tot: -102505.09824 eV

Each line ends with the Löwdin charge.
Atoms and positions in Å:
Ti 2.65322 -2.77573 -0.54100  0.826
C 4.29396 -3.85439 -0.66868  -0.274
C 4.39546 -2.67633 -1.41446  -0.364
C 4.58967 -2.75520 -2.93162  -0.159
C 3.46168 -3.65548 -3.51510  -0.124
C 2.24247 -3.47805 -2.62653  -0.135
C 1.79628 -4.29037 -1.56058  -0.224
C 2.49936 -5.51308 -1.10547  -0.155
C 4.03145 -5.28527 -1.00306  -0.125
C -1.33931 -0.22012 -1.16671  -0.137
H 4.65883 -3.76906 0.34122  0.115
H 4.88400 -1.83236 -0.87948  0.112
H 5.61945 -3.15631 -3.15601  0.144
H 4.53361 -1.74165 -3.37883  0.080
H 3.22001 -3.30229 -4.53850  0.130
H 3.78596 -4.69653 -3.63888  0.125
H 1.50573 -2.84520 -3.12126  0.069
H 0.73736 -4.24462 -1.37469  0.104
H 2.26272 -6.34374 -1.78719  0.145
H 2.07956 -5.82494 -0.13213  0.128
H 4.33631 -5.87867 -0.12339  0.136
H 4.64538 -5.63422 -1.82943  0.122
H -1.17783 -0.69741 -0.17375  0.047
H -2.41426 -0.20055 -1.40698  0.084
H -0.83669 0.76402 -1.26167  0.077
P 2.79228 -0.27191 -1.75475  1.283
P -0.86584 -1.17437 -2.64035  1.038
C 1.89044 -0.23208 -3.27533  -0.270
C 0.66705 -0.84949 -3.49505  -0.261
C 3.84697 1.13550 -1.38627  -0.371
C 5.08859 1.09045 -2.07267  -0.100
C 6.04689 2.05961 -1.81755  -0.056
C 5.82801 3.03703 -0.85502  -0.035
C 4.67363 3.00073 -0.07847  -0.042
C 3.69319 2.03956 -0.29855  -0.050
C 3.42154 -2.08780 1.24183  -0.223
C 2.72845 -3.24322 1.64582  -0.160
C 3.10165 -3.80378 2.89543  -0.033
C 4.09847 -3.20883 3.68241  -0.049
C 4.80317 -2.10097 3.19364  -0.034
C 4.53341 -1.61538 1.89431  -0.074
C -1.99290 -0.51049 -3.91241  -0.324
C -1.67288 0.74601 -4.46810  -0.081
C -2.36447 1.19045 -5.58873  -0.050
C -3.38675 0.43666 -6.16483  -0.031
C -3.71495 -0.77797 -5.56820  -0.046
C -3.03850 -1.27149 -4.44831  -0.058
C -1.40441 -2.85635 -2.08986  -0.298
C -1.75641 -3.29659 -0.78651  -0.051
C -2.08572 -4.63311 -0.54193  -0.044
C -2.08466 -5.57542 -1.57444  -0.033
C -1.73046 -5.15331 -2.85777  -0.052
C -1.42593 -3.81691 -3.11243  -0.124
H 2.47803 0.02184 -4.16161  0.106
H 0.46513 -1.13352 -4.54653  0.114
H 5.30457 0.24594 -2.73467  0.096
H 6.97206 2.04535 -2.37644  0.119
H 6.55505 3.82194 -0.69672  0.123
H 4.54108 3.72414 0.71541  0.122
H 2.85230 1.90048 0.38416  0.093
H 2.33880 -4.02905 0.94391  0.095
H 2.58904 -4.71670 3.24135  0.123
H 4.33128 -3.56911 4.69621  0.124
H 5.55935 -1.63994 3.85660  0.125
H 5.19137 -0.89270 1.41345  0.111
H -0.85068 1.34013 -4.06171  0.113
H -2.07623 2.12944 -6.03418  0.116
H -3.89926 0.77476 -7.06659  0.127
H -4.49809 -1.39142 -5.99169  0.117
H -3.30018 -2.24416 -4.01806  0.110
H -1.76561 -2.60586 0.05596  0.104
H -2.35067 -4.94967 0.47057  0.128
H -2.35955 -6.61867 -1.37199  0.129
H -1.68325 -5.87417 -3.66940  0.121
H -1.16047 -3.53144 -4.13203  0.117
Cl -1.36575 4.69924 4.80875  0.706
C -0.81479 3.35706 3.87681  -0.677
C -0.44482 3.49010 2.53334  -0.097
C -0.01440 2.37144 1.78684  -0.050
C 0.08971 1.06259 2.32662  -0.100
C -0.25000 0.97762 3.69308  -0.025
C -0.67910 2.08617 4.45044  -0.084
C 0.64306 -0.23051 1.53321  -0.571
O 1.51086 -0.00513 0.60344  -0.158
O 0.24079 -1.37896 1.85640  -0.012
H -0.45591 4.50204 2.13653  0.104
H 0.35055 2.57732 0.78249  0.093
H -0.06040 0.04761 4.21840  0.114
H -0.87468 2.00573 5.51299  0.107

Cartesian forces, eV/Å:
Ti -3.5 7.6 6.4
C 2.3 -0.7 1.1
C 4.0 -0.5 -2.6
C 0.8 -0.3 0.0
C 0.5 0.6 -0.3
C -1.3 -3.1 -1.2
C -0.3 -1.3 -5.5
C 0.7 -1.1 0.2
C -0.3 -1.0 0.5
C 0.7 0.2 -0.2
H 0.4 0.1 -0.1
H -0.1 -0.6 -0.4
H -1.0 0.4 0.0
H 0.0 -0.4 0.1
H 0.0 -0.2 0.5
H -0.2 0.2 0.3
H 0.0 0.1 0.8
H -0.6 0.6 0.5
H -0.1 0.1 0.0
H 0.3 0.1 -0.3
H 0.2 0.2 -0.5
H -0.3 -0.2 -0.3
H 0.3 0.4 -0.9
H 0.2 0.5 0.5
H -0.7 -0.3 0.4
P -1.1 -0.9 3.0
P -2.7 0.2 2.1
C -2.0 -0.6 -0.3
C 2.5 0.4 -1.0
C 0.9 0.1 0.2
C -0.7 -0.1 0.1
C 0.1 -0.1 -0.1
C -0.3 -0.1 -0.1
C -0.1 -0.2 -0.1
C -0.3 -0.7 -0.4
C -0.4 -1.3 -2.0
C 2.0 -0.1 2.1
C -0.5 -0.4 0.0
C -0.6 0.3 -0.1
C 0.2 0.2 -0.2
C -0.1 0.2 1.5
C 0.3 -0.3 -0.3
C 0.0 -0.5 -0.1
C 0.0 0.2 0.1
C 0.3 -0.3 0.5
C -0.2 -0.3 0.0
C 0.3 0.3 -0.1
C 0.5 -0.9 -0.9
C 0.3 0.7 0.0
C -0.1 0.1 -0.1
C 0.1 0.3 0.0
C -0.1 -0.1 0.0
C 0.3 -0.3 -0.1
H -0.1 0.0 0.0
H 0.2 0.5 0.4
H 0.0 0.5 -0.1
H 0.0 0.0 0.0
H 0.1 -0.1 0.0
H 0.0 -0.1 0.0
H 0.1 0.3 -0.4
H -0.7 0.6 0.5
H 0.4 0.5 -0.1
H -0.2 0.0 -0.7
H -0.3 -0.4 -0.7
H -0.2 0.2 0.3
H -0.3 -0.1 -0.1
H 0.0 0.2 0.0
H 0.2 -0.1 0.3
H -0.1 0.0 0.0
H 0.0 0.4 -0.3
H 0.1 -0.2 -0.2
H 0.1 0.3 -0.3
H 0.2 0.5 -0.1
H -0.1 0.1 0.1
H -0.1 -0.1 0.2
Cl 0.1 -0.1 -0.2
C 0.5 -1.3 -0.7
C 0.0 -0.3 0.2
C 0.4 0.0 0.1
C 0.1 0.2 0.2
C 0.3 0.2 0.0
C 0.1 0.0 -0.4
C -0.9 -0.4 0.8
O -0.2 0.6 -0.7
O 0.3 2.0 -0.7
H 0.0 -0.3 -0.4
H -0.2 -0.2 0.0
H -0.3 0.0 -0.1
H 0.0 -0.3 -0.1

Record 2
Here is a cluster of 2 separate species, C3H9N4 in total from the OMol25 dataset. Energies are from ωB97M-V/def2-TZVPD.

Output
energy above the lowest of the compared OMol25 structures with the same formula, charge and spin: 338.2 kJ/mol
charge: +1
spin multiplicity: 1
E_tot: -9208.11603 eV

Each line ends with the Löwdin charge.
Atoms and positions in Å:
C -1.32781 0.95579 0.43604  -0.073
C -0.06001 1.33752 0.19493  0.011
C -1.88727 -0.06340 -0.32335  -0.150
N 1.06453 1.56191 -0.07964  0.015
N 2.03434 -1.64255 0.06047  -0.023
N 2.28945 1.68208 -0.37860  0.124
N -2.95099 -0.76394 -0.03481  0.128
H -1.75342 1.44386 1.31709  0.127
H -1.23714 -0.57695 -1.04951  0.150
H 1.45464 -1.37516 -0.75612  0.006
H 2.85764 -2.27405 -0.07661  0.039
H 2.74307 1.15218 0.37906  0.140
H 2.42376 2.69194 -0.50903  0.153
H 1.43207 -2.17545 0.74810  0.035
H -3.69128 -0.58085 0.76619  0.203
H -3.39157 -1.37292 -0.69420  0.116

Cartesian forces, eV/Å:
C -1.7 -0.1 0.6
C 4.5 0.4 -1.5
C 1.7 -0.4 1.0
N -7.2 -1.0 0.9
N -0.6 -0.9 1.4
N 2.1 0.5 0.4
N -3.8 0.3 2.4
H -0.5 -0.5 -0.4
H -0.5 0.8 -0.3
H 1.1 -1.0 0.5
H -1.2 1.0 -0.7
H 1.2 0.7 -0.7
H 1.2 -0.6 0.1
H 0.8 1.0 -1.2
H 2.5 0.1 -2.0
H 0.4 -0.4 -0.6

Record 3
Here is an isolated molecule of C5H7NO from the OMol25 dataset. Energies are from ωB97M-V/def2-TZVPD.

Output
SMILES: C=C/N=C\C(C)=O
energy above the lowest of the compared OMol25 structures with the same formula, charge and spin: 197.6 kJ/mol
charge: 0
spin multiplicity: 1
E_tot: -8834.15506 eV

Each line ends with the Löwdin charge.
Atoms and positions in Å:
C -0.41756 1.96610 -0.89993  0.015
C -0.04675 0.74684 -1.30242  -0.263
N 1.26002 0.25086 -1.09062  0.071
C 1.30446 -0.78944 -0.32760  -0.076
C 0.02279 -1.33552 0.27024  -0.444
C -0.43161 -0.68768 1.54674  -0.014
O -0.46818 -2.35093 -0.21015  0.082
H -1.35852 2.39864 -1.22023  0.053
H 0.21278 2.55349 -0.24110  0.060
H -0.66915 0.18108 -1.99460  0.120
H 2.23207 -1.33844 -0.11729  0.127
H -1.37804 -0.17245 1.36743  0.091
H 0.30515 0.03392 1.90836  0.086
H -0.56746 -1.45645 2.31116  0.091

Cartesian forces, eV/Å:
C 0.0 -0.5 0.0
C -0.1 1.6 -0.7
N 0.3 -1.9 1.3
C -0.5 1.2 -1.1
C 0.5 -2.0 0.0
C -0.2 0.1 0.1
O 0.3 1.5 0.6
H 0.0 -0.2 0.2
H 0.0 0.0 -0.2
H 0.1 -0.1 0.2
H -0.2 0.4 -0.2
H 0.0 -0.1 0.1
H -0.1 0.0 -0.1
H -0.1 0.0 -0.1

Record 4
Here is an isolated molecule of C3H5NO2 from the OMol25 dataset. Energies are from ωB97M-V/def2-TZVPD.

Output
SMILES: N#C[C@H](O)CO
energy above the lowest of the compared OMol25 structures with the same formula, charge and spin: 184.5 kJ/mol
charge: 0
spin multiplicity: 1
E_tot: -8775.78252 eV

Each line ends with the Löwdin charge.
Atoms and positions in Å:
N 1.80569 0.05824 1.99026  0.169
C 0.78239 -0.31031 1.59638  -0.157
C -0.14182 -0.59789 0.48710  -0.356
O 0.36850 -1.69792 -0.24657  -0.008
C -0.14822 0.70813 -0.36327  -0.216
O -1.00408 0.55455 -1.48024  -0.048
H -1.16900 -0.83341 0.77097  0.148
H 0.92101 -1.39216 -0.97684  0.105
H 0.85530 0.96093 -0.75688  0.137
H -0.42736 1.54768 0.29514  0.131
H -1.84242 1.00216 -1.31604  0.095

Cartesian forces, eV/Å:
N -0.9 -0.3 0.5
C 1.5 0.5 -0.3
C 0.2 0.3 -1.1
O -0.4 -0.1 0.1
C -0.2 0.1 0.1
O -0.1 0.2 0.2
H 0.2 0.0 0.2
H -0.1 0.1 0.2
H -0.3 -0.5 0.4
H -0.1 -0.2 -0.2
H 0.2 -0.1 0.0

Record 5
Here is a structure of composition C35H31BiClN6O4SSe from the OMol25 dataset. Energies are from ωB97M-V/def2-TZVPD.

Output
energy above the lowest of the compared OMol25 structures with the same formula, charge and spin: 59.5 kJ/mol
charge: +1
spin multiplicity: 1
E_tot: -148471.30532 eV

Each line ends with the Löwdin charge.
Atoms and positions in Å:
Bi 0.44428 -2.27206 0.78653  1.608
Cl 4.12445 -3.55658 6.72179  0.690
C 2.82495 -3.19957 5.63487  -0.668
C 2.45383 -4.13435 4.68197  -0.096
C 1.41515 -3.83660 3.81424  -0.095
C 0.74843 -2.61426 3.87628  -0.413
C -0.32960 -2.28557 2.89614  -0.323
C 1.13462 -1.69871 4.85015  -0.069
C 2.16510 -1.98477 5.73020  -0.093
H 2.96864 -5.08274 4.62722  0.112
H 1.11568 -4.58352 3.08436  0.113
H -0.78551 -1.31453 3.07961  0.057
H -1.11107 -3.04829 2.88664  0.064
H 0.62504 -0.74551 4.92052  0.117
H 2.46111 -1.27120 6.48581  0.112
C 2.04717 1.70009 2.36509  0.010
N 2.96153 1.36996 1.28551  -0.047
C 3.41874 0.15178 0.96647  -0.689
Se 3.04804 -1.45647 1.84612  0.690
N 4.26587 0.29001 -0.06973  0.139
C 4.37839 1.62980 -0.42395  -0.177
C 5.10191 2.28024 -1.41177  0.007
C 4.93818 3.65064 -1.49192  -0.062
C 4.08266 4.34285 -0.62346  -0.060
C 3.36266 3.68946 0.35916  0.011
C 3.53817 2.31612 0.44190  -0.163
H 1.80645 0.78757 2.90348  0.058
H 1.13912 2.13697 1.95066  0.098
H 2.52762 2.41135 3.03525  0.111
H 4.78922 -0.48423 -0.44510  0.160
H 5.75923 1.74688 -2.08363  0.119
H 5.48372 4.20381 -2.24334  0.111
H 3.98360 5.41430 -0.72576  0.112
H 2.69736 4.22258 1.02309  0.121
N 1.43235 -2.01285 -3.12992  0.098
C 0.27520 -1.31113 -3.35663  -0.704
N -0.57489 -1.01271 -2.43282  0.093
C -1.66467 -0.34544 -2.98946  -0.307
C -2.75721 0.13727 -2.27425  -0.028
C -3.77513 0.77569 -2.95674  -0.067
C -3.71785 0.94296 -4.34236  -0.079
C -2.63519 0.47667 -5.06629  -0.081
C -1.61520 -0.16232 -4.37408  -0.466
S -0.13247 -0.83811 -4.98879  1.102
H 1.82797 -1.89091 -2.21071  0.064
H 2.11913 -1.99083 -3.86654  0.090
H -2.78858 0.02329 -1.19883  0.096
H -4.62747 1.15574 -2.40919  0.108
H -4.52498 1.44632 -4.85593  0.107
H -2.58338 0.61184 -6.13748  0.112
O 1.51904 1.07577 -1.66398  0.045
C 0.53352 1.98493 -1.48824  -0.257
C 0.54098 3.09308 -2.33159  0.000
C -0.43286 4.06273 -2.20918  -0.053
C -1.43236 3.95433 -1.24321  -0.069
C -1.44504 2.85546 -0.41372  -0.019
C -0.47257 1.85428 -0.51448  -0.095
C -0.60972 0.67834 0.38155  -0.560
O -1.56969 0.50901 1.11065  0.043
O 0.42369 -0.15756 0.36789  -0.372
H 1.33315 0.36508 -1.02174  0.050
H 1.32042 3.16259 -3.07798  0.124
H -0.41809 4.91531 -2.87529  0.112
H -2.19197 4.71719 -1.15219  0.107
H -2.21623 2.73809 0.33559  0.120
N -4.97264 -0.17930 1.61073  0.194
C -5.34775 -1.34208 1.02118  -0.501
O -6.47872 -1.77344 1.01818  0.087
C -4.23365 -2.06626 0.31661  -0.107
C -4.48223 -2.76134 -0.85868  0.037
C -3.42297 -3.34930 -1.52857  -0.015
C -2.14988 -3.20909 -1.00848  -0.151
N -1.91422 -2.56864 0.14178  -0.089
C -2.94232 -2.03400 0.80367  -0.099
H -5.67467 0.35247 2.09772  0.122
H -4.04262 0.19746 1.51669  0.081
H -5.49589 -2.81930 -1.23345  0.137
H -3.57030 -3.88458 -2.45484  0.121
H -1.28676 -3.60549 -1.52776  0.102
H -2.71003 -1.54669 1.73676  0.101

Cartesian forces, eV/Å:
Bi 0.1 0.3 0.1
Cl 0.0 0.0 0.0
C 0.0 0.0 0.0
C 0.0 0.0 0.0
C 0.0 0.0 0.0
C -0.1 0.0 0.0
C 0.0 0.0 0.0
C 0.0 0.0 0.0
C 0.0 0.0 0.0
H 0.0 0.0 0.0
H 0.0 0.0 0.0
H 0.0 0.0 0.0
H 0.0 0.0 0.0
H 0.0 0.0 0.0
H 0.0 0.0 0.0
C 0.0 0.0 -0.1
N 0.1 0.0 0.0
C -0.1 0.0 0.0
Se 0.2 -0.1 0.0
N 0.0 0.0 0.0
C 0.0 -0.1 0.0
C 0.0 0.0 0.0
C 0.0 0.0 0.0
C 0.0 0.0 0.0
C 0.0 0.0 0.0
C -0.1 0.0 0.0
H 0.0 0.0 0.0
H 0.0 0.0 0.0
H 0.0 0.0 0.0
H 0.0 0.0 0.0
H 0.0 0.0 0.0
H 0.0 0.0 0.0
H 0.0 0.0 0.0
H 0.0 0.0 0.0
N 0.0 0.0 0.0
C 0.0 0.0 -0.1
N 0.1 -0.1 0.0
C 0.0 0.0 0.1
C 0.0 0.0 0.0
C 0.0 0.0 0.0
C 0.0 0.0 0.0
C 0.0 0.0 0.0
C 0.0 0.0 0.0
S 0.0 0.0 0.0
H 0.0 0.0 0.0
H 0.0 0.0 0.0
H 0.0 0.0 0.0
H 0.0 0.0 0.0
H 0.0 0.0 0.0
H 0.0 0.0 0.0
O 0.0 0.0 0.1
C 0.0 0.0 0.0
C 0.0 0.0 0.0
C 0.0 0.0 0.0
C 0.0 0.0 0.0
C 0.0 0.0 0.0
C 0.0 0.0 0.0
C 0.0 0.1 0.1
O -0.1 -0.1 0.0
O 0.0 -0.2 -0.2
H 0.0 0.0 0.0
H 0.0 0.0 0.0
H 0.0 0.0 0.0
H 0.0 0.0 0.0
H 0.0 0.0 0.0
N 0.0 0.0 0.1
C 0.0 0.0 -0.1
O 0.0 0.0 0.0
C 0.0 0.0 0.1
C 0.0 0.0 0.0
C 0.0 0.0 0.0
C 0.0 0.0 0.0
N 0.0 -0.1 0.0
C 0.0 0.1 -0.1
H 0.0 0.0 0.0
H 0.0 0.0 0.0
H 0.0 0.0 0.0
H 0.0 0.0 0.0
H 0.0 0.0 0.0
H 0.0 0.1 0.0

What did we get for M? Answer: 723.1; 101.1; 97.1; 87.1; 955.1 g mol⁻¹, in the order shown.